Here is 3 unconnected molecules or ions with the total composition C4H14N2O4 in a non-equilibrium geometry from the OMol25 dataset. Energies are from the ωB97M-V functional and the def2-TZVPD basis.

Atoms and positions in Å:
O -0.41 2.12 2.25
C 0.23 1.80 1.29
O 1.45 2.29 0.96
C -0.36 0.60 0.48
C -1.85 0.41 0.28
C -2.45 -1.10 0.35
N -1.68 -2.16 -0.43
N 0.54 0.30 -0.68
H -0.18 -0.22 1.18
H -2.13 0.77 -0.78
H -2.47 1.08 0.84
H -3.43 -1.29 -0.06
H -2.40 -1.52 1.38
H -0.73 -1.84 -0.65
H -1.76 -2.96 0.02
H 0.60 1.12 -1.29
H 1.96 1.66 0.44
H 0.36 -0.50 -1.13
H 2.06 -1.38 -2.16
H 0.89 -1.43 -3.25
O 1.70 -1.00 -2.95
H 2.77 -2.03 -0.15
H 1.92 -0.93 -0.27
O 1.90 -1.89 -0.35

Output
**Structure (SMILES)**: NCC[C@@H](N)C(=O)O.O.O
**DFT total energy**: -15543.80951 eV
**Kohn-Sham gap**: 9.530 eV
**Relative energy (zero: lowest compared OMol25 entry of this formula, charge and spin)**: 208.4 kJ/mol

Here is 3 unconnected molecules or ions with the total composition C4H14N2OS in a non-equilibrium geometry from the OMol25 dataset. Energies are from the ωB97M-V functional and the def2-TZVPD basis.

Atoms and positions in Å:
C -2.10 1.01 0.67
N 0.34 0.25 1.56
C 0.95 0.02 0.25
C 1.36 1.38 -0.41
S 1.73 1.25 -2.22
C -1.90 -0.32 -0.03
N -1.56 -1.46 0.93
H -2.46 1.77 0.13
H -2.74 0.91 1.57
H -0.65 0.87 1.24
H 1.84 -0.60 0.22
H 0.23 -0.59 -0.41
H 2.22 1.74 0.16
H 0.50 2.19 -0.36
H 3.11 -2.19 -2.36
H -1.41 -0.28 -0.89
H -2.95 -0.59 -0.26
H -0.92 -1.24 1.67
H -1.23 -2.35 0.43
H 2.23 -0.86 -2.12
H 0.98 0.95 2.10
O 2.44 -1.86 -1.87

Output
**DFT total energy**: -20230.42714 eV
**Kohn-Sham gap**: 3.696 eV
**Relative energy (zero: lowest compared OMol25 entry of this formula, charge and spin)**: 733.4 kJ/mol

Here is 2 unconnected molecules or ions with the total composition C4H14N2OS in a non-equilibrium geometry from the OMol25 dataset. Energies are from the ωB97M-V functional and the def2-TZVPD basis.

Atoms and positions in Å:
C -1.11 -1.74 0.55
C -0.52 -0.39 0.18
C -0.84 -0.10 -1.34
S -2.57 0.08 -1.47
N 0.96 -0.40 0.25
C 1.38 -0.28 1.77
N 2.59 0.51 1.92
H -0.41 -2.63 0.39
H -1.26 -1.80 1.67
H -2.05 -2.07 0.15
H -1.14 0.34 0.80
H -0.36 0.87 -1.59
H -0.34 -0.84 -1.90
H -2.77 -1.18 -1.25
H 1.37 -1.20 -0.24
H 0.56 0.13 2.46
H 1.46 -1.33 2.21
H 3.40 0.03 1.51
H 2.51 1.44 1.63
H 2.15 1.26 -0.62
H 1.39 2.45 -0.16
O 2.27 2.18 -0.46

Output
**Structure (SMILES)**: C[C@H](CS)NCN.O
**DFT total energy**: -20236.65347 eV
**Kohn-Sham gap**: 9.686 eV
**Relative energy (zero: lowest compared OMol25 entry of this formula, charge and spin)**: 132.7 kJ/mol

Here is 2 unconnected molecules or ions with the total composition C4H14N2Si in a non-equilibrium geometry from the OMol25 dataset. Energies are from the ωB97M-V functional and the def2-TZVPD basis.

Atoms and positions in Å:
C 1.02 1.95 -0.38
C -0.61 1.69 1.44
C 1.78 -1.36 -0.43
C -1.12 -1.77 1.01
N -1.46 -0.41 -2.73
N 0.18 1.03 0.37
Si 0.08 -0.68 -0.04
H 1.32 1.51 -1.27
H 0.40 2.72 -0.52
H 1.92 2.13 0.12
H -1.63 1.44 1.46
H -0.20 1.46 2.38
H -0.70 2.81 1.37
H 1.79 -2.38 -0.71
H 2.46 -0.77 -1.21
H 2.43 -1.32 0.47
H -1.84 -2.16 0.32
H -0.54 -2.48 1.39
H -1.67 -1.16 1.68
H -2.20 -1.07 -2.65
H -1.97 0.42 -2.55

Output
**DFT total energy**: -15229.52039 eV
**Kohn-Sham gap (spin up / spin down)**: 7.123 / 7.332 eV
**Relative energy (zero: lowest compared OMol25 entry of this formula, charge and spin)**: 412.0 kJ/mol

Here is 2 unconnected molecules or ions with the total composition C4H14N3 in a non-equilibrium geometry from the OMol25 dataset. Energies are from the ωB97M-V functional and the def2-TZVPD basis.

Atoms and positions in Å:
C -0.91 1.42 -0.92
C -0.91 -1.05 -1.39
N -0.26 0.21 -1.45
N -1.48 -1.70 -0.34
N -0.72 -1.67 -2.59
H 0.23 0.58 -2.36
H -1.63 -1.11 0.57
H -1.71 -2.68 -0.23
H -1.04 -2.66 -2.83
H 0.18 -1.47 -3.15
H -0.92 1.53 0.23
H -1.85 1.57 -1.31
H -0.24 2.31 -1.23
C 0.74 0.37 2.27
C 2.17 0.81 1.97
H 0.50 -0.65 2.45
H 0.17 0.77 3.09
H 0.09 0.66 1.41
H 2.28 1.94 1.97
H 2.50 0.47 1.03
H 2.81 0.35 2.83

Output
**Net charge**: +1
**DFT total energy**: -8837.71020 eV
**Kohn-Sham gap**: 10.655 eV
**Relative energy (zero: lowest compared OMol25 entry of this formula, charge and spin)**: 223.1 kJ/mol

Here is 2 unconnected molecules or ions with the total composition C4H14N3 from the OMol25 dataset. Energies are from the ωB97M-V functional and the def2-TZVPD basis.

Atoms and positions in Å:
N -0.93 1.82 -1.85
C -0.92 2.47 -0.67
N -0.60 1.92 0.45
H -1.34 2.27 -2.65
H -0.91 0.82 -1.88
H -1.19 3.52 -0.73
H -0.67 2.62 1.18
C 1.24 -1.31 -1.28
C 0.21 -1.50 -0.18
N 0.45 -0.55 0.95
C -0.09 -1.02 2.25
H 2.24 -1.58 -0.93
H 0.99 -1.94 -2.13
H 1.28 -0.28 -1.63
H -0.81 -1.32 -0.53
H 0.24 -2.51 0.22
H 0.02 0.40 0.72
H 1.46 -0.41 1.04
H -1.14 -1.29 2.11
H -0.02 -0.22 2.98
H 0.47 -1.89 2.58

Output
**Net charge**: +1
**DFT total energy**: -8839.75854 eV
**Kohn-Sham gap**: 11.135 eV
**Relative energy (zero: lowest compared OMol25 entry of this formula, charge and spin)**: 25.5 kJ/mol

Here is 2 unconnected molecules or ions with the total composition C4H14N3 in a non-equilibrium geometry from the OMol25 dataset. Energies are from the ωB97M-V functional and the def2-TZVPD basis.

Atoms and positions in Å:
C -1.76 1.02 -0.50
C -0.01 -1.88 -0.25
C 1.90 -0.61 -0.43
C -0.54 0.93 0.31
N -0.70 0.35 1.48
N 0.31 2.04 0.36
N 0.41 -0.56 -0.70
H -1.57 1.39 -1.58
H -2.17 -0.06 -0.58
H -2.48 1.56 0.07
H 0.32 -2.04 0.84
H -0.99 -2.12 -0.46
H 0.48 -2.65 -0.77
H 2.48 0.29 -0.81
H 1.92 -0.42 0.73
H 2.29 -1.52 -0.60
H -1.48 -0.37 1.53
H -0.01 0.35 2.26
H 1.02 2.03 0.99
H 0.34 2.86 -0.17
H 0.23 -0.58 -1.72

Output
**Net charge**: +1
**DFT total energy**: -8837.83865 eV
**Kohn-Sham gap**: 11.584 eV
**Relative energy (zero: lowest compared OMol25 entry of this formula, charge and spin)**: 210.7 kJ/mol

Here is 2 unconnected molecules or ions with the total composition C4H14N3 in a non-equilibrium geometry from the OMol25 dataset. Energies are from the ωB97M-V functional and the def2-TZVPD basis.

Atoms and positions in Å:
C 2.07 -0.48 1.55
C 3.04 0.27 0.54
H 2.32 -0.13 2.54
H 1.05 -0.42 1.19
H 2.27 -1.55 1.42
H 3.98 0.55 1.01
H 2.53 1.16 0.22
H 3.39 -0.46 -0.18
C -2.72 1.52 -0.15
C -1.23 -0.45 -0.78
N -2.28 0.06 -0.18
N -0.26 0.31 -1.29
N -1.18 -1.76 -1.02
H -2.93 -0.49 0.34
H 0.01 1.22 -0.96
H 0.48 -0.11 -1.82
H -1.88 -2.37 -0.64
H -0.34 -2.26 -1.28
H -2.54 1.99 -1.12
H -2.04 2.04 0.51
H -3.76 1.37 0.10

Output
**Net charge**: +1
**DFT total energy**: -8839.28633 eV
**Kohn-Sham gap**: 11.730 eV
**Relative energy (zero: lowest compared OMol25 entry of this formula, charge and spin)**: 71.0 kJ/mol

Here is 2 unconnected molecules or ions with the total composition C4H14N3 in a non-equilibrium geometry from the OMol25 dataset. Energies are from the ωB97M-V functional and the def2-TZVPD basis.

Atoms and positions in Å:
C 0.56 1.75 1.89
C 0.71 1.05 -0.51
N 0.47 2.05 0.42
N 0.22 1.23 -1.73
N 1.46 0.00 -0.10
H 0.24 2.99 0.11
H 0.23 2.10 -2.28
H 0.18 0.45 -2.48
H 2.03 -0.01 0.71
H 1.60 -0.75 -0.80
H 1.45 2.11 2.35
H 0.14 0.70 2.03
H -0.28 2.50 2.31
C -0.46 -2.35 -0.59
C -1.66 -1.69 0.04
H -0.50 -3.45 -0.59
H -0.60 -2.06 -1.52
H 0.43 -2.06 -0.08
H -2.29 -0.93 -0.36
H -1.52 -1.15 1.03
H -2.42 -2.47 0.11

Output
**Net charge**: +1
**DFT total energy**: -8837.76808 eV
**Kohn-Sham gap**: 11.016 eV
**Relative energy (zero: lowest compared OMol25 entry of this formula, charge and spin)**: 217.5 kJ/mol

Here is a molecular structure, C4H14N3 in a non-equilibrium geometry from the OMol25 dataset. Energies are from the ωB97M-V functional and the def2-TZVPD basis.

Atoms and positions in Å:
C 1.26 -1.59 -2.46
C 0.50 -0.82 -1.40
C -0.82 -0.78 -1.43
N -1.59 -0.01 -0.46
H 0.58 -2.19 -3.06
H 1.75 -0.87 -3.11
H 1.99 -2.26 -2.00
H 1.12 -0.34 -0.65
H -1.39 -1.28 -2.20
H -1.03 -0.06 0.70
H -1.66 0.95 -0.72
H -2.55 -0.37 -0.37
N 0.55 2.17 1.35
C 0.71 0.93 2.03
N -0.43 -0.08 1.92
H 0.78 2.10 0.36
H -0.36 2.61 1.42
H 1.61 0.46 1.64
H 0.83 1.06 3.10
H -1.13 0.14 2.64
H -0.05 -0.98 2.19

Output
**Net charge**: +1
**DFT total energy**: -8838.57561 eV
**Kohn-Sham gap**: 10.861 eV
**Relative energy (zero: lowest compared OMol25 entry of this formula, charge and spin)**: 139.6 kJ/mol

Here is 2 unconnected molecules or ions with the total composition C4H14N3 in a non-equilibrium geometry from the OMol25 dataset. Energies are from the ωB97M-V functional and the def2-TZVPD basis.

Atoms and positions in Å:
C -1.48 -1.34 2.44
C -1.60 0.04 2.97
H -2.40 -1.48 1.74
H -0.70 -1.41 1.75
H -1.45 -2.10 3.23
H -2.55 0.40 3.40
H -1.19 0.60 3.73
H -1.19 0.67 2.17
C -0.51 -1.38 -1.19
C 1.01 0.79 -1.07
N -0.18 0.05 -1.27
N 1.36 1.61 -2.20
N 1.91 0.40 -0.14
H -0.77 0.40 -2.17
H 0.79 1.60 -2.91
H 1.41 2.61 -1.84
H 1.82 -0.43 0.35
H 2.33 1.13 0.44
H 0.26 -1.97 -0.83
H -0.92 -1.88 -2.13
H -1.50 -1.23 -0.57

Output
**Spin multiplicity**: 2
**Net charge**: +2
**DFT total energy**: -8822.10803 eV
**Kohn-Sham gap (spin up / spin down)**: 10.672 / 4.000 eV
**Relative energy (zero: lowest compared OMol25 entry of this formula, charge and spin)**: 531.0 kJ/mol

Here is 2 unconnected molecules or ions with the total composition C4H14N3O in a non-equilibrium geometry from the OMol25 dataset. Energies are from the ωB97M-V functional and the def2-TZVPD basis.

Atoms and positions in Å:
C -0.74 0.86 -1.55
C 0.60 0.48 -0.99
C 0.31 0.12 0.42
C 0.69 0.87 1.51
N 0.42 0.55 2.84
N -0.07 -1.25 0.72
N -1.57 1.39 -0.44
H -1.30 -0.02 -1.92
H -0.73 1.57 -2.37
H 1.47 1.19 -1.19
H 0.95 -0.28 -1.62
H 1.49 1.68 1.51
H 1.30 0.23 3.35
H -0.07 1.42 3.31
H -0.32 -0.28 2.67
H 0.41 -1.83 0.10
H -0.94 -1.61 0.41
H -0.96 1.94 -0.02
H -2.38 1.68 -0.81
H -0.34 -3.05 -2.08
H 1.27 -3.10 -1.96
O 0.50 -2.58 -1.88

Output
**Net charge**: +1
**DFT total energy**: -10883.75811 eV
**Kohn-Sham gap**: 9.295 eV
**Relative energy (zero: lowest compared OMol25 entry of this formula, charge and spin)**: 424.8 kJ/mol

- DFT total energy of number 4 (C4H14N2Si)?
  -15229.52039 eV

- What is the relative energy (zero: lowest compared OMol25 entry of this formula, charge and spin) in the eleventh record?
  531.0 kJ/mol

- Among the records above, which one has the highest relative energy (zero: lowest compared OMol25 entry of this formula, charge and spin)?
  number 2